(1)
The following is a DFT calculation (the ωB97M-V functional and the def2-TZVPD basis) of one molecule with the formula C22H24N2O4 in a non-equilibrium geometry.

Structure (ORCA input):
```
! wB97M-V def2-TZVPD RIJCOSX def2/J DEFGRID3
* xyz 0 1
C -4.65642 -2.78873 -1.80777
C -5.22854 -1.76187 -1.00690
H -6.26594 -1.54824 -1.33489
H -5.30589 -2.12805 0.00403
C -4.67414 -0.56498 -1.23820
C -3.43041 -0.41635 -0.32378
N -3.06128 -1.54313 0.38760
C -1.83401 -1.41420 0.77944
C -1.46505 -2.60661 1.43479
C -0.20889 -2.72226 2.23676
C 0.49173 -1.33028 2.40000
C 0.08564 -0.25830 1.67692
C -0.96379 -0.46848 0.89384
C -1.39883 0.96030 0.35286
C -2.61982 0.85929 -0.50151
C -3.14793 2.09674 -0.93068
H -3.68464 1.72632 -1.85075
C -3.87220 2.96859 0.01054
H -4.57749 2.59916 0.29509
H -4.23238 3.95836 -0.45964
H -3.22213 3.32509 0.64653
H -2.33139 2.77378 -1.28145
C -0.53556 2.18981 0.39397
O -0.69531 3.07196 1.24220
O 0.43716 2.09402 -0.82604
C 1.55553 2.92148 -0.65303
H 1.54818 3.08186 -1.67270
H 1.26875 3.89828 -0.01027
C 2.75695 2.28965 -0.12620
O 3.85556 2.98703 -0.11239
N 2.82421 1.12477 0.00171
H 1.92483 0.47063 -0.20326
C 4.01825 0.30541 0.47675
C 4.04067 -1.16028 -0.29775
C 3.19901 -2.18316 -0.25867
C 3.82170 -2.84160 -1.14432
C 4.92481 -2.44710 -1.85508
O 5.07168 -1.21714 -0.87813
H 5.60709 -2.73991 -2.38106
H 3.27741 -3.88292 -1.33316
H 2.42654 -2.31946 0.48786
H 4.72370 0.95157 0.46849
H 3.85016 0.04190 1.56842
H 0.74033 0.39375 1.94054
H 1.34766 -1.51749 2.90188
H 0.21803 -3.65736 2.71334
H -1.96933 -3.60322 1.47360
H -4.41838 -0.27174 -2.09856
H -5.32541 0.46525 -0.75330
H -5.35266 -3.67758 -1.76800
H -3.64888 -2.87695 -1.63227
H -4.69927 -2.42855 -2.98518
*
```

Computed properties:
HOMO level	-8.84	eV
orbital gap	8.4	eV



(2)
The following is a DFT calculation (the ωB97M-V functional and the def2-TZVPD basis) of C5H6O2 as an isolated structure in a non-equilibrium geometry.

Structure (ORCA input):
```
! wB97M-V def2-TZVPD RIJCOSX def2/J DEFGRID3
* xyz 0 1
O -2.90909 -0.63081 0.40863
C -2.16239 0.26562 0.10004
C -0.74782 0.04596 -0.36040
O -0.01041 1.22791 -0.56666
C 1.22067 0.57396 -0.48656
C 1.50598 -0.15232 0.76580
C 0.37731 -0.83215 0.10726
H -2.51036 1.31677 -0.00840
H -0.77502 -0.50489 -1.30946
H 1.97069 1.07608 -1.11393
H 2.40106 -0.75456 0.56967
H 1.47345 0.27453 1.76106
H 0.16591 -1.90609 0.13296
*
```

Computed properties:
HOMO level	-8.87	eV
orbital gap	9.7	eV



(3)
The following is a DFT calculation (the ωB97M-V functional and the def2-TZVPD basis) of C21H43N2P3RuS as an isolated structure in a non-equilibrium geometry.

Structure (ORCA input):
```
! wB97M-V def2-TZVPD RIJCOSX def2/J DEFGRID3
* xyz 3 6
Ru -0.34647 0.57338 0.51751
P 1.44715 1.65292 1.18366
P -1.55795 0.73277 2.33159
P -1.25696 2.33844 -0.45329
H 0.08818 -2.71123 -5.61523
C 0.21027 -1.64081 -5.72309
C 1.44756 -1.12678 -5.70050
H 2.31804 -1.79054 -5.58490
C 2.91949 0.70437 1.74839
C 1.28068 2.86838 2.56537
C 2.26240 2.64217 -0.13797
C -2.97648 -0.38316 2.08064
C -0.94091 0.16672 3.96088
C -2.36473 2.27718 2.89126
C -0.70637 2.53835 -2.18150
C -1.14610 4.04492 0.22575
C -3.05204 2.06877 -0.65116
H -0.64033 -1.03798 -5.99594
H 1.63195 -0.11033 -6.03846
H 3.11219 -0.11923 1.04708
H 2.76157 0.30020 2.75758
H 3.78995 1.37805 1.76262
H 0.91039 2.36245 3.46894
H 0.58851 3.67472 2.28662
H 2.28021 3.28914 2.76389
H 2.63136 1.94398 -0.90558
H 3.11070 3.18669 0.30483
H 1.57016 3.35538 -0.60220
H -3.66668 -0.24062 2.92073
H -2.62167 -1.41789 2.05776
H -3.47750 -0.15994 1.13398
H -1.61076 0.58308 4.72359
H 0.07909 0.51184 4.15616
H -0.97176 -0.92614 4.01025
H -2.95734 1.99976 3.77346
H -3.02821 2.69955 2.13519
H -1.61543 3.01954 3.18093
H -1.30767 3.31389 -2.67782
H -0.84549 1.59445 -2.71670
H 0.35402 2.80934 -2.23534
H -1.75622 4.71387 -0.39556
H -0.11390 4.40962 0.21533
H -1.52559 4.08390 1.25175
H -3.42853 2.71395 -1.45234
H -3.60816 2.28572 0.26487
H -3.22582 1.02487 -0.93126
C 1.23817 -1.53536 -2.85764
C -0.14125 -1.23136 -2.85154
C -1.06703 -2.27452 -2.87791
C -0.63817 -3.61173 -2.80030
C 0.73435 -3.89223 -2.65020
C 1.66659 -2.85318 -2.64387
S 2.36522 -0.30353 -3.45689
H 1.53890 0.48961 -4.11448
H -0.42986 -0.19217 -3.00244
H -2.13410 -2.05020 -3.00717
H -1.39462 -4.41114 -2.84905
H 1.06345 -4.93625 -2.58208
H 2.74715 -3.01916 -2.54530
C 1.62897 -3.76001 3.52308
N 0.99977 -3.06537 2.40776
C 0.39911 -3.63612 1.30630
C -0.09992 -2.59517 0.55347
N 0.23866 -1.40585 1.17243
C 0.89918 -1.71798 2.29082
H 1.00603 -4.61282 3.83357
H 2.61408 -4.14262 3.22064
H 1.75672 -3.07461 4.36922
H 0.33610 -4.70387 1.17131
H -0.67055 -2.63278 -0.34868
H 1.29818 -1.02929 3.01718
*
```

Computed properties:
HOMO level (alpha / beta)	-15.09 / -17.41	eV
orbital gap (alpha / beta)	7.4 / 5.4	eV



(4)
The following is a DFT calculation (the ωB97M-V functional and the def2-TZVPD basis) of C2HF2LiN2O6S2 as an isolated structure in a non-equilibrium geometry.

Structure (ORCA input):
```
! wB97M-V def2-TZVPD RIJCOSX def2/J DEFGRID3
* xyz 0 1
O -2.21804 0.67691 1.65660
C -1.20719 0.11909 1.34840
F -0.15206 0.13875 2.04783
N -1.18858 -0.60240 0.12071
C -0.79742 -1.94950 0.32724
O -0.86219 -2.49668 1.38290
F -0.38125 -2.56954 -0.72355
S -0.15098 0.24501 -1.08185
O -0.45580 1.62865 -0.82850
O -0.68565 -0.24053 -2.30181
N 1.29581 -0.23275 -0.78870
S 2.32432 0.99038 -0.37101
O 3.32213 0.40502 0.46687
O 2.84378 1.65502 -1.51770
H 1.63522 1.89123 0.37603
Li -3.32210 0.34135 -0.11346
*
```

Computed properties:
HOMO level	-9.91	eV
orbital gap	8.0	eV



Respective total energy values: -1262.54815 -344.44409 -2451.50685 -1641.39067 a.u..